(1)
The following is a DFT calculation (ωB97M-V/def2-TZVPD) of a molecular structure, C32H37N6O3S3Sr.

XYZ file:
```
82
Properties=species:S:1:pos:R:3:lowdin_charge:R:1
Sr 0.0322 0.0740 0.0820 1.299
C -1.2441 -2.5075 -1.8990 -0.122
N 0.0573 -1.8287 -2.0384 -0.196
C 1.1246 -2.8164 -1.8693 -0.142
C 1.2223 -3.3710 -0.4719 -0.275
C 1.5719 -4.6994 -0.2787 -0.004
C 1.7349 -5.1764 1.0107 -0.034
C 1.5302 -4.3068 2.0677 -0.035
C 1.1642 -3.0025 1.7856 -0.111
N 1.0112 -2.5268 0.5448 0.068
C 0.2004 -1.2059 -3.3588 -0.121
C -0.4396 0.1500 -3.5155 -0.276
C -1.1189 0.4705 -4.6786 -0.016
C -1.5633 1.7696 -4.8641 -0.039
C -1.3004 2.7047 -3.8826 -0.034
C -0.6314 2.2923 -2.7412 -0.151
N -0.2155 1.0395 -2.5388 0.059
C -2.4171 -1.5679 -1.8448 -0.284
C -3.4479 -1.6532 -2.7632 -0.014
C -4.5229 -0.7827 -2.6510 -0.037
C -4.5251 0.1430 -1.6261 -0.026
C -3.4510 0.1666 -0.7464 -0.119
N -2.4191 -0.6765 -0.8440 0.040
H -1.2226 -3.0762 -0.9664 0.130
H -1.3855 -3.2274 -2.7172 0.134
H 2.0724 -2.3275 -2.1064 0.116
H 1.0158 -3.6475 -2.5804 0.137
H 1.7132 -5.3471 -1.1337 0.121
H 2.0097 -6.2082 1.1846 0.119
H 1.6393 -4.6267 3.0942 0.114
H 0.9685 -2.3007 2.5844 0.095
H -0.1539 -1.8815 -4.1492 0.135
H 1.2687 -1.0521 -3.5318 0.135
H -1.2872 -0.2905 -5.4294 0.119
H -2.0981 2.0445 -5.7639 0.117
H -1.6086 3.7357 -3.9801 0.115
H -0.4278 3.0036 -1.9530 0.039
H -3.4064 -2.3903 -3.5546 0.119
H -5.3419 -0.8307 -3.3568 0.117
H -5.3365 0.8445 -1.4925 0.117
H -3.4167 0.8816 0.0665 0.063
C 3.6707 -0.0731 -0.5744 -0.068
O 2.5433 0.7924 -0.5687 -0.295
C 2.7473 1.9861 0.1850 -0.182
C 2.8044 1.7081 1.6720 -0.169
O 1.6244 0.9881 1.9965 -0.260
C 1.5537 0.5474 3.3438 -0.158
C 0.1076 0.2814 3.6795 -0.170
O -0.4679 -0.5106 2.6411 -0.329
C -1.7290 -1.0537 3.0315 -0.060
H 4.5821 0.4881 -0.7939 0.105
H 3.7873 -0.5964 0.3783 0.095
H 3.5138 -0.8051 -1.3632 0.081
H 3.6590 2.4922 -0.1447 0.141
H 1.8913 2.6292 -0.0273 0.105
H 3.6887 1.1218 1.9454 0.134
H 2.8349 2.6550 2.2197 0.147
H 2.1670 -0.3535 3.4637 0.133
H 1.9344 1.3162 4.0226 0.145
H 0.0496 -0.2510 4.6345 0.146
H -0.4470 1.2175 3.7700 0.088
H -2.3826 -0.2705 3.4174 0.080
H -2.1844 -1.4990 2.1478 0.089
H -1.5895 -1.8208 3.7978 0.105
S -3.2435 2.8832 5.8495 0.604
C -3.0016 2.7414 4.2253 -1.114
S -1.6724 3.5219 3.3966 0.972
C -2.0557 2.6648 1.9206 -1.133
N -3.1179 1.9357 2.0251 -0.006
N -3.6734 2.0186 3.2927 -0.151
C -4.8955 1.3007 3.4770 -0.205
C -5.0972 0.1272 2.7580 -0.037
C -6.2870 -0.5698 2.8978 -0.079
C -7.2773 -0.1007 3.7477 -0.084
C -7.0749 1.0803 4.4463 -0.065
C -5.8904 1.7880 4.3135 -0.039
S -1.1062 2.8142 0.4911 0.489
H -4.3357 -0.2229 2.0768 0.078
H -6.4398 -1.4825 2.3360 0.103
H -8.2048 -0.6464 3.8574 0.105
H -7.8479 1.4635 5.0989 0.110
H -5.7383 2.7088 4.8538 0.078
```

The value obtained for the maximum force is 0.0026 hartree/bohr. The spin multiplicity is 1. As for the net charge: +1. The calculation puts the total energy at -3021.0598 Eh. The highest occupied orbital energy comes out at -0.344 Ha.

***

(2)
The following is a DFT calculation (ωB97M-V/def2-TZVPD) of a molecular structure, C32H37NP2ReS4.

XYZ file:
```
77
Properties=species:S:1:pos:R:3:lowdin_charge:R:1
Re 0.9598 0.1301 0.4807 0.511
C 3.2694 -2.2507 -0.3147 -0.402
C 3.8815 -0.8967 -0.5825 -0.409
S 2.6045 0.2372 -1.2279 0.908
C 3.4871 1.8381 -1.0759 -0.393
C 2.5931 2.9241 -0.5284 -0.414
S 1.6301 2.4256 0.9119 0.857
C 2.8208 2.2402 2.2761 -0.405
C 2.0538 1.6064 3.4139 -0.421
S 1.2683 0.0434 2.8924 0.904
C 2.6320 -1.1446 3.1300 -0.417
C 2.2627 -2.4278 2.4237 -0.420
S 1.7560 -2.1816 0.6929 0.857
H 3.9788 -2.8989 0.2026 0.123
H 2.9630 -2.7563 -1.2327 0.092
H 4.6595 -0.9739 -1.3455 0.127
H 4.3142 -0.4454 0.3111 0.090
H 3.8048 2.1067 -2.0848 0.119
H 4.3815 1.6710 -0.4762 0.101
H 1.8302 3.2374 -1.2457 0.097
H 3.1698 3.8112 -0.2564 0.129
H 3.1610 3.2422 2.5484 0.127
H 3.6823 1.6484 1.9653 0.093
H 1.2486 2.2490 3.7713 0.098
H 2.6956 1.3777 4.2665 0.124
H 2.7313 -1.3125 4.2048 0.125
H 3.5548 -0.6997 2.7582 0.097
H 1.4083 -2.9233 2.8867 0.102
H 3.0944 -3.1343 2.4317 0.121
N -1.3878 0.1656 -1.5068 -0.297
P -1.0231 1.3371 -0.3678 0.832
C -2.0141 1.1277 1.0919 -0.344
C -1.6182 1.7426 2.2988 -0.124
C -2.4296 1.6691 3.4154 -0.025
C -3.6419 0.9879 3.3382 0.014
C -4.0386 0.3761 2.1505 -0.010
C -3.2366 0.4407 1.0270 -0.060
C -1.2464 2.9280 -1.1012 -0.349
C -1.8796 2.9894 -2.3498 -0.061
C -2.2273 4.2246 -2.8753 -0.017
C -1.9393 5.3875 -2.1757 0.003
C -1.2877 5.3294 -0.9464 -0.022
C -0.9467 4.1060 -0.3986 -0.105
P -0.6653 -1.2366 -0.8816 0.834
C -1.9013 -2.2736 -0.1569 -0.391
C -2.8784 -2.7491 -1.0400 -0.067
C -3.9076 -3.5267 -0.5330 -0.013
C -3.9448 -3.8432 0.8236 -0.004
C -2.9585 -3.3848 1.6873 -0.033
C -1.9330 -2.5901 1.1994 -0.100
C 0.1009 -2.0790 -2.2382 -0.402
C 0.4492 -1.3842 -3.4040 -0.103
C 1.0022 -2.0756 -4.4693 -0.028
C 1.2268 -3.4454 -4.3683 -0.004
C 0.8881 -4.1372 -3.2089 -0.026
C 0.3252 -3.4609 -2.1379 -0.099
H -2.2756 0.1319 -2.0029 0.106
H -0.7084 2.3305 2.3424 0.058
H -2.1466 2.1619 4.3363 0.130
H -4.2974 0.9599 4.1993 0.138
H -4.9870 -0.1429 2.1028 0.136
H -3.5795 -0.0058 0.1035 0.113
H -2.0951 2.1019 -2.9288 0.103
H -2.7171 4.2769 -3.8384 0.134
H -2.2377 6.3452 -2.5812 0.138
H -1.0624 6.2422 -0.4113 0.131
H -0.4913 4.0810 0.5806 0.073
H -2.8374 -2.5452 -2.1050 0.126
H -4.6711 -3.9048 -1.1999 0.134
H -4.7476 -4.4610 1.2050 0.135
H -2.9887 -3.6498 2.7360 0.128
H -1.1712 -2.2169 1.8775 0.088
H 0.2584 -0.3215 -3.4924 0.100
H 1.2422 -1.5545 -5.3867 0.130
H 1.6576 -3.9807 -5.2048 0.135
H 1.0375 -5.2075 -3.1531 0.132
H 0.0348 -4.0092 -1.2491 0.114
```

The expectation value of S² is 0.7597. The value obtained for the maximum force is 0.0166 hartree/bohr. The spin multiplicity is 2. As for the net charge: +4. The calculation puts the total energy at -3648.6974 Eh. The highest occupied orbital energy (spin up / spin down) comes out at -0.717 / -0.717 Ha.

***

(3)
The following is a DFT calculation (ωB97M-V/def2-TZVPD) of a molecular structure, C32H38BCrN4O4.

XYZ file:
```
80
Properties=species:S:1:pos:R:3:lowdin_charge:R:1
Cr 0.0062 -0.2041 -0.1689 0.725
C 3.7603 1.7191 1.5408 -0.086
C 2.3140 2.2196 1.6086 -0.200
C 1.6161 1.7770 2.8709 -0.158
C 1.7992 2.5409 4.0186 -0.041
C 1.1723 2.2225 5.2160 -0.072
C 0.3104 1.1406 5.2535 -0.046
C 0.0935 0.3455 4.1279 -0.152
C -0.9767 -0.7375 4.2298 -0.191
C -0.5837 -1.9432 5.0933 -0.085
C 0.8055 0.6346 2.9517 -0.126
N 0.5948 -0.2588 1.8337 0.014
C 0.5849 -1.5061 2.1092 -0.102
C -0.2220 -2.4038 1.3286 -0.314
C -0.4696 -3.7718 1.4111 -0.043
C -1.5161 -4.0357 0.5215 -0.086
C -1.8616 -2.8009 -0.0573 -0.173
N -1.0946 -1.8124 0.4231 -0.041
H 4.2638 2.0622 0.6271 0.068
H 3.7971 0.6210 1.5506 0.074
H 4.3336 2.0807 2.4048 0.075
H 1.7730 1.8806 0.7410 0.054
H 2.2943 3.3132 1.5748 0.122
H 2.4373 3.4189 3.9530 0.117
H 1.3216 2.8366 6.0972 0.103
H -0.2433 0.9152 6.1638 0.116
H -1.2953 -1.0734 3.2424 0.099
H -1.8553 -0.2692 4.6730 0.117
H 0.2912 -2.4674 4.6928 0.060
H -1.4052 -2.6651 5.1565 0.078
H -0.3330 -1.6294 6.1117 0.071
H 1.1227 -1.8813 2.9780 0.137
H 0.0460 -4.4805 2.0561 0.108
H -1.9953 -4.9924 0.3355 0.093
H -2.6424 -2.5941 -0.7819 0.114
O -2.4303 1.4832 0.6602 0.119
B -1.0836 1.5191 0.1853 -0.447
O -0.7753 2.8809 -0.1041 0.094
C -1.9091 3.6290 0.2021 -0.209
C -2.0948 4.9841 0.0807 0.006
C -3.3515 5.4812 0.4512 -0.091
C -4.3536 4.6311 0.9117 -0.091
C -4.1373 3.2519 1.0218 0.006
C -2.8961 2.7914 0.6561 -0.213
H -1.2986 5.6327 -0.2782 0.122
H -3.5468 6.5460 0.3774 0.100
H -5.3178 5.0426 1.1931 0.100
H -4.9075 2.5751 1.3821 0.121
C 2.0957 2.1637 -2.1569 -0.076
C 2.2170 0.6576 -2.3849 -0.505
C 3.5991 0.3297 -2.9538 -0.092
C 1.8927 -0.1246 -1.0982 -0.209
H 2.2371 2.7271 -3.0920 0.081
H 2.8656 2.5050 -1.4481 0.075
H 1.1247 2.4367 -1.7286 0.058
H 1.4926 0.3805 -3.1622 0.103
H 4.3737 0.5556 -2.2065 0.076
H 3.8252 0.9122 -3.8636 0.077
H 3.6818 -0.7341 -3.2050 0.073
H 2.6974 0.0378 -0.3739 0.035
H 1.9440 -1.2160 -1.3234 0.061
O -0.3413 -6.3747 -3.1589 -0.032
C -0.3089 -5.5638 -4.3236 -0.226
N -0.5823 -4.2365 -3.8085 0.100
C -0.5605 -3.1676 -4.6330 -0.435
O -0.3709 -3.2710 -5.8360 0.073
C -0.7979 -1.8107 -4.0128 -0.089
C -1.2614 -0.7768 -4.7966 0.018
C -1.4749 0.4556 -4.2198 -0.007
C -1.1915 0.6259 -2.8721 -0.083
N -0.7188 -0.3584 -2.1275 -0.014
C -0.5241 -1.5493 -2.6919 -0.076
H -0.0769 -7.2654 -3.3959 0.089
H -1.0663 -5.8487 -5.0419 0.127
H 0.6532 -5.5776 -4.8183 0.128
H -0.8004 -4.1640 -2.8261 0.131
H -1.4485 -0.9624 -5.8513 0.132
H -1.8564 1.2945 -4.7910 0.118
H -1.3310 1.5875 -2.3866 0.123
H -0.1295 -2.3177 -2.0389 0.117
```

The expectation value of S² is 3.8367. The value obtained for the maximum force is 0.0349 hartree/bohr. The spin multiplicity is 4. As for the net charge: 0. The calculation puts the total energy at -2831.5612 Eh. The highest occupied orbital energy (spin up / spin down) comes out at -0.284 / -0.291 Ha.

***

Calculated molar mass (g/mol), listed in the same order as above: 737.51 812.08 605.49
Calculated energy above the lowest of the compared OMol25 structures with the same formula, charge and spin (eV), listed in the same order as above: 0.114 0.620 0.755